# 1
# C2H3BrClF

C2H3BrClF as an isolated structure in a non-equilibrium geometry (ωB97M-V/def2-TZVPD, OMol25).

ΔE to the lowest compared entry with this formula, charge and spin: 360.20 kJ/mol
total charge: 0
HOMO level (alpha / beta): -8.62 / -9.00 eV
multiplicity: 1
total energy: -87401.148 eV
frontier orbital gap (alpha / beta): 8.556 / 8.659 eV

Structure (XYZ):
```
8
Properties=species:S:1:pos:R:3:nbo_charge:R:1
C -0.1574 1.2468 -0.1867 0.10
C 0.2212 -1.1646 0.2259 -0.42
F -1.5120 1.6353 -0.2832 -0.37
Cl 1.8496 -1.2726 -0.0045 0.07
Br -0.6489 -2.5844 -0.5941 0.10
H 0.3377 1.5200 -1.0978 0.16
H 0.1280 1.5646 0.7759 0.15
H -0.2182 -0.9452 1.1644 0.21
```


# 2
# C2H3BrClNO

The molecule C2H3BrClNO in a non-equilibrium geometry (ωB97M-V/def2-TZVPD, OMol25).

structure (SMILES): O=CN(Br)CCl
ΔE to the lowest compared entry with this formula, charge and spin: 112.03 kJ/mol
total charge: 0
HOMO level: -9.96 eV
multiplicity: 1
total energy: -88223.924 eV
frontier orbital gap: 9.832 eV

Structure (XYZ):
```
9
Properties=species:S:1:pos:R:3:nbo_charge:R:1
C -0.6558 0.6206 -1.0565 0.52
C 0.1670 -0.2511 1.0064 -0.23
N 0.4726 0.2284 -0.3396 -0.56
O -1.7697 0.5938 -0.5594 -0.58
Cl 0.0471 -2.0126 1.1161 -0.07
Br 2.1485 -0.0440 -1.0231 0.27
H -0.5690 0.8396 -2.1622 0.15
H 0.9901 -0.0781 1.6008 0.21
H -0.8308 0.1035 1.4175 0.28
```


> Number 1 is which compound?

C2H3BrClF


> What is the formula in the first record?

C2H3BrClF